(1)
The following is a DFT calculation (wB97M-V/def2-TZVPD) of 2 unconnected molecules or ions with the total composition C6H11N2O2 at a distorted geometry.

Geometry as XYZ:
```
21
Properties=species:S:1:pos:R:3
C -0.29738 1.46651 -0.49200
C -4.35709 -0.34815 -0.06106
C 1.11202 0.98419 -0.59958
C 2.19590 1.17336 0.28893
C -0.17843 -0.44350 1.18818
C -0.27598 -0.96634 -1.20389
N -5.53871 -0.22398 -0.21817
N -0.05546 0.00562 -0.21588
O -1.21000 2.20077 -0.38528
O -3.25171 -0.73038 0.01334
H 1.48214 0.67717 -1.57480
H 3.14675 1.14752 -0.20136
H 2.29675 0.39454 1.06079
H 2.17168 2.18071 0.78243
H -0.47923 0.46008 1.72399
H -0.77458 -1.26652 1.36406
H 0.92010 -0.66028 1.46681
H 0.56727 -1.51500 -1.30396
H -1.10102 -1.70255 -1.14036
H -0.30834 -0.47885 -2.16672
H -6.12394 0.53382 0.13916
```

Calculated values
HOMO-LUMO gap (eV): 9.89
Relative energy (zero: lowest compared OMol25 entry of this formula, charge and spin) (kcal/mol): 94.55
E_HOMO (eV): -14.06
E_tot (a.u.): -494.8676
F_max (eV/Å): 4.857
LUMO energy (Ha): -0.153
Charge: +1

***

(2)
The following is a DFT calculation (wB97M-V/def2-TZVPD) of a molecular structure, C21H43LuN2P3SSe at a distorted geometry.

Geometry as XYZ:
```
72
Properties=species:S:1:pos:R:3
Lu -0.04846 -0.02186 0.52134
P -1.28290 -2.46458 1.17880
P 1.91974 -0.64171 2.42443
P 1.58846 -1.69650 -1.06002
H -2.82910 4.42791 -6.69403
C -2.79916 3.48442 -7.25085
C -3.86675 2.67231 -7.32489
H -4.81708 2.93110 -6.84753
C -2.77980 -2.19497 2.20867
C -0.48129 -3.81065 2.12533
C -2.01895 -3.42302 -0.21050
C 3.24557 0.63934 2.43837
C 1.42119 -0.60381 4.19518
C 2.95522 -2.16339 2.40403
C 0.88165 -1.62560 -2.75994
C 1.89364 -3.48667 -0.83782
C 3.27743 -1.04668 -1.35080
H -1.86493 3.23643 -7.76791
H -3.82297 1.73490 -7.88855
H -3.37593 -1.36904 1.80470
H -2.51257 -1.94643 3.24331
H -3.36268 -3.12662 2.19140
H -0.14409 -3.43036 3.09797
H 0.38053 -4.21407 1.57904
H -1.22189 -4.60904 2.27954
H -2.68550 -2.76626 -0.77709
H -2.58919 -4.26497 0.20748
H -1.24822 -3.80540 -0.89055
H 3.91992 0.46377 3.28985
H 2.79026 1.63436 2.52638
H 3.81446 0.61195 1.49925
H 2.23649 -1.00276 4.81765
H 0.51804 -1.21055 4.34070
H 1.19057 0.41949 4.50963
H 3.61677 -2.15542 3.28424
H 3.57400 -2.21800 1.49657
H 2.31953 -3.05671 2.44362
H 1.44898 -2.28496 -3.43346
H 0.90507 -0.58800 -3.12217
H -0.16579 -1.94421 -2.71814
H 2.53527 -3.84757 -1.65482
H 0.94863 -4.04594 -0.84377
H 2.39793 -3.66269 0.12011
H 3.78922 -1.67944 -2.09370
H 3.85526 -1.03919 -0.41490
H 3.20280 -0.00984 -1.71762
C 0.51058 2.43808 -2.41002
C -0.84030 2.15003 -2.71963
C -1.31319 2.31293 -4.02165
C -0.49770 2.87544 -5.00981
C 0.80136 3.28170 -4.68665
C 1.30227 3.07093 -3.40156
Se 1.30170 2.03986 -0.73588
H -1.12887 -0.37753 -0.95707
H -1.49688 1.76295 -1.93738
H -2.33270 2.00647 -4.27484
H -0.88135 3.01680 -6.01624
H 1.41545 3.76288 -5.44721
H 2.31710 3.38481 -3.13976
C -2.42952 0.87409 4.70284
N -1.45363 1.83762 4.19979
C -0.69491 2.69372 4.98246
C 0.04879 3.45474 4.14023
N -0.23082 3.02216 2.85078
C -1.16554 2.02350 2.88114
S -2.02278 1.34180 1.57441
H -3.31433 0.90474 4.05850
H -1.99665 -0.14141 4.69576
H -2.69156 1.14743 5.73378
H -0.78290 2.65733 6.05783
H 0.72301 4.26798 4.33211
H 0.14402 3.39187 1.97946
```

Calculated values
HOMO-LUMO gap (spin up / spin down) (eV): 2.81 / 2.81
Relative energy (zero: lowest compared OMol25 entry of this formula, charge and spin) (kcal/mol): 30.68
E_HOMO (spin up / spin down) (eV): -16.03 / -16.03
E_tot (a.u.): -5993.6954
F_max (eV/Å): 3.050
LUMO energy (spin up / spin down) (Ha): -0.486 / -0.486
Charge: +3